DFT (ωB97M-V/def2-TZVPD) results for C4H13N4 as an isolated structure.

* F_max: 4.35 eV Å⁻¹
* ΔE to the lowest compared entry with this formula, charge and spin: 1.755 eV
* Kohn-Sham gap: 0.391 hartree
* charge: +1
* E_tot: -378.9713 a.u.

Geometry as XYZ:
```
21
Properties=species:S:1:pos:R:3:forces:R:3:lowdin_charge:R:1
C -0.0200 0.8116 1.4402 -0.268 -0.524 -3.405 -0.455
C 0.1962 2.2093 1.7265 2.907 0.166 1.571 0.003
C -0.5070 -0.2217 -2.3306 -2.629 -2.706 0.315 0.000
C -0.0086 -0.8390 -1.0665 1.400 -0.014 1.972 -0.518
N -0.4510 -0.0457 2.3247 0.365 -0.581 4.300 0.191
N -0.7259 -1.8183 -0.4274 2.165 1.509 -1.563 0.165
N 1.3884 -1.0128 -1.1030 0.385 -1.227 -1.250 0.094
N 0.0854 0.5471 0.1449 -0.743 0.281 0.066 0.127
H 1.0965 2.4263 1.1019 -0.598 0.680 0.962 0.118
H -0.6367 2.7360 1.3633 -1.066 0.966 -0.143 0.092
H 0.3910 2.3376 2.8105 -0.127 0.505 -0.722 0.112
H -0.2430 -0.8915 -3.1701 0.416 0.460 0.397 0.116
H -0.0962 0.7302 -2.3929 0.213 1.809 -0.687 0.064
H -1.6278 -0.3385 -2.3414 0.987 1.093 0.068 0.118
H -0.2234 -0.1006 3.3794 -0.462 1.204 -2.554 0.191
H -0.7405 -0.9288 2.0556 -0.512 -1.823 -1.090 0.071
H -0.1815 -2.4302 0.0740 0.837 -1.820 1.347 0.078
H -1.6765 -1.8953 -0.4420 -2.664 -0.140 -0.184 0.084
H 1.7113 -0.7164 -2.0401 0.310 -0.748 1.072 0.112
H 1.7947 -1.9137 -0.7599 -0.594 1.287 -0.634 0.130
H 0.4747 1.3543 -0.3472 -0.322 -0.377 0.161 0.107
```
Positions in Å, forces in eV/Å.

DFT (ωB97M-V/def2-TZVPD) results for C2F3NO5S2Sr as an isolated structure.

* F_max: 2.85 eV Å⁻¹
* 2S+1: 2
* Kohn-Sham gap (spin up / spin down): 0.189 / 0.230 hartree
* charge: -1
* E_tot: -1633.8792 a.u.

Geometry as XYZ:
```
14
Properties=species:S:1:pos:R:3:forces:R:3:lowdin_spin:R:1
O 3.5134 1.6548 1.3605 -0.759 -0.189 -1.285 0.061
C 2.5597 2.3631 1.1619 0.675 1.073 2.550 0.010
O 1.9163 3.2752 1.5319 0.049 -1.634 -1.937 0.002
Sr 3.8469 -0.5072 -0.1139 -1.408 1.109 -0.338 0.845
N 0.0605 2.3239 -1.9004 0.350 -0.347 -0.645 0.002
S 0.2374 0.8931 -1.1242 0.078 0.477 -0.221 0.020
O 0.0089 -0.2404 -2.0921 1.196 0.579 0.914 0.005
O 1.8424 0.9760 -0.6173 0.022 -0.994 -0.043 0.047
S 0.9004 2.5066 -3.3038 0.465 1.004 1.162 0.005
O 1.7373 3.7667 -3.2243 -0.700 -1.107 -0.303 0.001
C -0.5399 3.0779 -4.3529 0.654 -0.232 1.015 0.000
F -1.4625 2.1230 -4.4334 -0.374 -0.214 -0.201 0.000
F -1.1074 4.1812 -3.8805 -0.276 0.327 -0.012 0.000
F -0.0946 3.3346 -5.5843 0.027 0.146 -0.656 0.000
```
Positions in Å, forces in eV/Å.

DFT (ωB97M-V/def2-TZVPD) results for an isolated molecule of C3H3FN2O.

* F_max: 5.26 eV Å⁻¹
* ΔE to the lowest compared entry with this formula, charge and spin: 6.034 eV
* Kohn-Sham gap (spin up / spin down): 0.349 / 0.276 hartree
* E_tot: -400.5255 a.u.

Geometry as XYZ:
```
10
Properties=species:S:1:pos:R:3:forces:R:3:lowdin_charge:R:1
C 0.4997 0.6339 -0.2893 2.637 0.164 1.208 -0.100
C -0.9446 0.4848 0.0351 1.176 3.964 -3.118 -0.168
C 1.1759 -0.7428 -0.0046 -0.444 4.241 3.080 -0.488
N 1.4156 -1.5875 -0.8169 0.735 -2.485 -2.043 0.291
N -1.4594 -0.5225 0.4647 0.077 -2.638 2.316 -0.084
O -2.3969 -1.0928 0.9329 -1.306 -0.391 -0.185 0.092
F 1.4551 -0.8313 1.3476 -0.114 -0.411 -0.991 0.043
H 0.5917 0.8760 -1.3474 0.041 -0.157 -0.029 0.103
H -1.4240 1.2359 -0.5995 -1.228 0.177 0.810 0.134
H 1.0869 1.5465 0.2773 -1.574 -2.464 -1.048 0.178
```
Positions in Å, forces in eV/Å.

DFT (ωB97M-V/def2-TZVPD) results for a 2-piece molecular cluster, C3H10NS2 overall.

* F_max: 6.18 eV Å⁻¹
* ΔE to the lowest compared entry with this formula, charge and spin: 0.760 eV
* 2S+1: 3
* Kohn-Sham gap (spin up / spin down): 0.161 / 0.258 hartree
* charge: +1
* E_tot: -970.9770 a.u.

Geometry as XYZ:
```
16
Properties=species:S:1:pos:R:3:forces:R:3:lowdin_spin:R:1
C -2.2472 0.7459 -0.8738 1.433 0.794 -0.616 0.058
C 3.2770 0.5113 -0.0151 -2.532 -0.194 -3.987 0.032
C -1.8143 0.1257 0.4346 3.351 4.469 -0.871 0.441
N -2.4142 -0.9481 0.7776 -3.302 -5.223 0.031 0.291
S 2.1407 -0.4943 0.9632 3.328 -0.787 0.686 0.210
S 0.6373 -0.9952 -0.1518 -1.372 0.086 -0.610 0.795
H -2.3891 1.8406 -0.8128 -0.870 -0.475 0.367 0.017
H -3.1243 0.1998 -1.3570 1.289 0.905 0.588 0.000
H -1.3299 0.8244 -1.5458 -1.161 -0.772 0.171 0.022
H 3.3139 -0.1468 -0.9634 0.448 1.309 1.293 0.005
H 4.2306 0.6259 0.3820 1.476 0.023 1.205 0.004
H 2.8349 1.4599 -0.3475 0.086 -0.163 0.465 0.002
H -1.0645 0.5864 1.1623 -1.439 -0.315 -1.132 0.025
H -2.9013 -1.4071 -0.0050 0.035 0.148 0.953 0.010
H -2.3803 -1.5222 1.6003 0.425 0.432 0.313 0.011
H 3.2306 -1.4062 0.7523 -1.196 -0.237 1.143 0.076
```
Positions in Å, forces in eV/Å.

DFT (ωB97M-V/def2-TZVPD) results for a 2-piece molecular cluster, C4H4ClF3 overall.

* F_max: 3.73 eV Å⁻¹
* ΔE to the lowest compared entry with this formula, charge and spin: 4.168 eV
* Kohn-Sham gap: 0.382 hartree
* E_tot: -914.4361 a.u.

Geometry as XYZ:
```
12
Properties=species:S:1:pos:R:3:forces:R:3:lowdin_charge:R:1
C 2.1964 0.1372 1.0971 -1.162 1.198 0.902 -0.152
C 2.1685 -0.9541 0.4322 0.057 -0.313 -0.363 0.095
C -0.5305 0.0925 -1.2189 -3.274 1.729 0.425 -0.124
C -1.5182 -0.2416 0.0229 0.760 1.712 -2.357 -0.977
F -0.1527 1.4224 -1.1411 -0.298 0.085 -0.102 -0.043
F -0.8815 -0.9216 0.9350 0.863 -0.763 1.308 0.065
F -1.9616 0.8997 0.5867 -0.026 -0.123 -0.038 0.054
Cl -2.8345 -1.1740 -0.5722 -1.164 -0.684 -0.214 0.784
H 1.3590 0.8669 1.1807 0.394 -0.665 -0.605 0.080
H 2.9078 0.3592 1.8680 0.819 -0.182 0.131 0.051
H 0.3369 -0.4087 -0.9986 1.942 -1.988 -0.301 0.035
H -1.0894 -0.0779 -2.1918 1.089 -0.007 1.213 0.132
```
Positions in Å, forces in eV/Å.

DFT (ωB97M-V/def2-TZVPD) results for C7H10ClCoN as an isolated structure.

* F_max: 8.16 eV Å⁻¹
* 2S+1: 5
* Kohn-Sham gap (spin up / spin down): 0.255 / 0.264 hartree
* charge: -1
* E_tot: -2170.3214 a.u.

Geometry as XYZ:
```
20
Properties=species:S:1:pos:R:3:forces:R:3:lowdin_spin:R:1
C -0.3570 0.8233 -1.6017 -1.588 -1.181 0.243 0.041
C -1.3213 1.1239 -0.5613 0.330 -1.847 -1.371 0.050
C -2.1070 -0.0659 -0.3237 1.088 -0.229 -1.332 0.033
C -1.6463 -1.1213 -1.2217 0.763 2.805 -0.152 0.043
C -0.5557 -0.5721 -2.0093 -1.475 1.236 0.903 0.036
Co 0.3057 -0.6972 0.1837 -4.500 4.293 -0.779 2.588
N 1.8363 -0.8057 -0.2146 7.731 -0.621 -2.522 0.907
C 1.8151 0.4296 1.6780 -1.705 1.369 1.108 0.006
C 0.5262 0.9576 1.8534 1.748 -0.227 0.757 0.082
H -2.9001 -0.1689 0.4039 0.103 -0.009 0.026 0.001
H -1.4504 2.0812 -0.0835 0.033 -0.009 0.119 0.003
H -2.0395 -2.1146 -1.2954 0.023 -0.244 0.143 0.003
H -0.0473 -1.0666 -2.8305 0.037 0.026 0.322 0.000
H 0.3258 1.5268 -2.0740 -0.046 -0.253 0.309 0.001
H 0.2931 1.9776 1.5174 0.096 -0.744 -0.092 0.004
H 2.5936 1.0602 1.2419 -0.342 -0.416 -0.108 0.005
H 2.8168 -0.9800 -0.5540 -1.276 0.324 0.518 0.089
H -0.1641 0.5102 2.5787 0.287 0.053 -0.443 0.002
H 2.1474 -0.3997 2.2972 -0.143 -0.016 -0.377 0.001
Cl -0.0715 -2.4982 1.0159 -1.164 -4.310 2.728 0.105
```
Positions in Å, forces in eV/Å.

DFT (ωB97M-V/def2-TZVPD) results for a 4-piece molecular cluster, C4H16O4S overall.

* F_max: 5.01 eV Å⁻¹
* SMILES: OCCCCS.O.O.O
* ΔE to the lowest compared entry with this formula, charge and spin: 1.964 eV
* Kohn-Sham gap: 0.351 hartree
* E_tot: -861.0717 a.u.

Geometry as XYZ:
```
25
Properties=species:S:1:pos:R:3:forces:R:3:lowdin_charge:R:1
O -1.4778 0.7382 0.8511 -0.297 2.707 1.924 -0.116
C -1.9682 -0.2343 0.0068 3.537 -0.448 -1.730 -0.251
C -1.0936 -0.1818 -1.3653 -0.953 -0.724 1.308 -0.125
C 0.1983 -1.0485 -1.1204 -2.025 -0.091 -0.282 -0.316
C 0.9901 -1.2861 -2.3709 2.928 -0.374 1.038 -0.505
S 2.3769 -0.0005 -2.5994 0.218 -2.070 0.714 0.681
H -2.1918 1.1154 1.4224 0.884 -0.537 -0.732 0.137
H -1.6910 -1.1806 0.4729 -0.570 -0.430 -0.231 0.103
H -2.9926 -0.1347 -0.0963 -2.066 0.064 -0.683 0.093
H -0.8070 0.9001 -1.7751 -1.009 -2.407 0.917 0.150
H -1.7969 -0.8021 -1.9918 1.024 1.006 -0.359 0.112
H -0.0020 -2.0463 -0.6059 -0.402 1.146 -0.869 0.130
H 0.8507 -0.5701 -0.4286 0.487 0.696 0.597 0.069
H 1.4828 -2.2458 -2.1247 0.472 0.529 -0.666 0.073
H 0.6112 -1.4081 -3.3504 -1.295 0.010 -0.622 0.047
H 1.6024 0.9015 -3.0829 -1.000 1.248 -0.624 -0.210
O 1.1123 2.6015 0.5372 1.876 4.284 -1.794 -0.058
H 0.4121 2.0913 0.8063 -3.021 -2.009 0.912 -0.063
H 0.7083 3.4894 0.2183 1.043 -2.449 0.921 0.103
O 1.6413 0.3753 2.9942 1.249 0.668 -1.694 -0.078
H 1.9276 1.1351 2.4145 -0.678 -0.590 1.017 0.053
H 2.1532 -0.3200 2.5401 -0.291 0.020 0.515 0.049
O -1.0563 -0.6687 3.0613 3.056 -2.096 1.249 -0.135
H -0.8828 -0.1337 2.2762 0.319 0.026 0.066 -0.045
H -0.1070 -1.0866 3.3104 -3.486 1.820 -0.893 0.100
```
Positions in Å, forces in eV/Å.

DFT (ωB97M-V/def2-TZVPD) results for C5H7NO2 as an isolated structure.

* F_max: 4.16 eV Å⁻¹
* ΔE to the lowest compared entry with this formula, charge and spin: 4.305 eV
* Kohn-Sham gap: 0.275 hartree
* E_tot: -399.8073 a.u.

Geometry as XYZ:
```
15
Properties=species:S:1:pos:R:3:forces:R:3:lowdin_charge:R:1
C 1.5401 1.8836 0.1254 0.110 -0.243 0.154 0.009
C -0.8378 -2.3340 -0.2604 1.504 -0.439 -0.724 -0.052
C 1.2368 0.5414 -0.4779 -0.057 0.921 -1.120 -0.425
C -0.7282 -0.8937 -0.4013 -3.704 -0.297 1.865 -0.101
C -1.4709 0.6199 0.5600 -0.156 -0.749 -1.659 -0.283
N -0.1994 0.2423 -0.4790 0.550 1.355 1.349 0.057
O 2.0035 -0.1651 -1.0643 -0.123 -0.226 0.405 0.130
O -1.3483 0.8401 1.7352 0.831 -0.423 -0.103 0.003
H -2.3959 0.7605 -0.0209 0.971 0.182 -0.347 0.126
H 1.3551 1.8484 1.1994 0.031 0.031 0.048 0.090
H 2.5746 2.1421 -0.0882 -0.036 -0.025 0.107 0.087
H 0.8706 2.6432 -0.2827 -0.032 -0.145 -0.049 0.094
H -0.7825 -2.5444 0.8142 -0.003 0.179 -0.050 0.106
H -1.8032 -2.7198 -0.6088 0.190 0.283 0.034 0.084
H -0.0145 -2.8646 -0.7506 -0.074 -0.403 0.091 0.074
```
Positions in Å, forces in eV/Å.